Below is one molecule with the formula CH2N4O2, with properties calculated with wB97M-V/def2-TZVPD.

Cartesian coordinates (Å):
C  -1.0837  0.0505  1.1714
N  -0.0380  -0.7836  1.2774
N  -1.0715  0.6946  0.0595
N  0.6872  -0.4965  0.2049
N  0.0663  0.4448  -0.4416
O  0.5294  0.8835  -2.0192
O  1.7269  -1.0299  -0.1721
H  -2.0679  0.0232  1.8155
H  1.2513  0.2134  -1.8958

LUMO level in eV: -1.61
Max |F| in eV Å⁻¹: 5.9

Atom charges from the Mulliken analysis, given in e for atoms 1 to 8:
1 C 0.08
2 N -0.60
3 N -0.51
4 N 1.10
5 N 0.32
6 O -0.33
7 O -0.79
8 H 0.33